[1]
This record from the Open Molecules 2025 dataset describes a cluster of 11 separate species, C4H29NO12S in total. The level of theory is ωB97M-V/def2-TZVPD.

The energy above the lowest of the compared OMol25 structures with the same formula, charge and spin comes out at 437.74 kJ/mol. For the HOMO energy, the calculation gives -9.205 eV. As for the SMILES: N[C@H](CCS)C(=O)O.O.O.O.O.O.O.O.O.O.O. Its max |F| is 5.8 eV Å⁻¹. For the electronic energy, the calculation gives -1525.57426 Eh. The gap between HOMO and LUMO is 9.24 eV. Its LUMO energy is 0.034 eV.

Structure (ORCA input):
```
! wB97M-V def2-TZVPD RIJCOSX def2/J DEFGRID3
* xyz 0 1
O -0.443 -0.895 -1.752
C -0.848 -1.697 -0.969
O -0.189 -2.852 -0.893
C -2.028 -1.545 0.041
C -1.698 -0.444 0.961
C -2.759 -0.234 2.007
S -2.485 -0.600 3.713
N -3.219 -1.259 -0.904
H 1.338 -1.273 -2.116
H -2.373 -2.384 0.651
H -0.679 -0.761 1.333
H -1.476 0.577 0.433
H -3.221 0.799 1.956
H -3.652 -0.827 1.661
H -1.760 0.483 3.980
H -3.887 -2.108 -0.806
H -3.692 -0.531 -0.559
H 3.839 1.692 -0.243
H 3.514 0.201 -0.198
O 3.254 1.047 -0.549
H 1.371 -0.073 1.863
H 1.950 1.202 2.589
O 1.175 0.503 2.589
H -1.149 1.182 -2.114
H -1.292 1.758 -3.483
O -1.312 2.032 -2.575
H 2.601 0.295 -3.155
H 3.450 1.257 -2.399
O 2.906 1.150 -3.229
H 0.544 -3.010 -1.587
H 1.122 -2.400 -3.176
O 1.689 -1.985 -2.546
H 1.492 1.620 -0.980
H 0.154 2.322 -1.448
O 0.619 2.068 -0.626
H -0.167 3.757 1.726
H 0.766 3.127 0.771
O 0.787 3.514 1.706
H -1.191 2.634 0.391
H -2.114 3.639 -0.519
O -2.114 2.985 0.151
H 0.053 -2.757 2.815
H 0.891 -3.996 2.611
O 0.942 -3.017 2.377
H 3.119 -1.774 -0.630
H 2.887 -2.005 0.891
O 3.285 -1.416 0.241
*
```

[2]
This record from the Open Molecules 2025 dataset describes a structure of composition C4H2BeLiO2. The level of theory is ωB97M-V/def2-TZVPD.

The energy above the lowest of the compared OMol25 structures with the same formula, charge and spin comes out at 194.93 kJ/mol. For the HOMO energy (alpha / beta), the calculation gives -6.011 / -7.428 eV. Its max |F| is 2.7 eV Å⁻¹. For the electronic energy, the calculation gives -326.16411 Eh. The gap between HOMO and LUMO (alpha / beta) is 4.70 / 6.10 eV. Its LUMO energy (alpha / beta) is -1.316 / -1.330 eV.

Structure (ORCA input):
```
! wB97M-V def2-TZVPD RIJCOSX def2/J DEFGRID3
* xyz 0 2
C 1.038 -1.129 -0.404
C 0.650 -0.006 -0.940
O 0.809 -2.039 0.347
Li -0.605 -2.582 1.473
H 1.255 0.589 -1.628
C -1.101 0.281 -0.175
C -1.120 1.107 0.873
O -0.169 1.959 1.156
Be 1.141 1.861 0.138
H -1.898 -0.043 -0.841
*
```

[3]
This record from the Open Molecules 2025 dataset describes a structure of composition C4H2BrF6NO. The level of theory is ωB97M-V/def2-TZVPD.

The energy above the lowest of the compared OMol25 structures with the same formula, charge and spin comes out at 180.23 kJ/mol. For the HOMO energy (alpha / beta), the calculation gives -9.423 / -9.414 eV. Its max |F| is 4.6 eV Å⁻¹. For the electronic energy, the calculation gives -3456.76913 Eh. The gap between HOMO and LUMO (alpha / beta) is 6.57 / 6.55 eV. Its LUMO energy (alpha / beta) is -2.854 / -2.863 eV.

Structure (ORCA input):
```
! wB97M-V def2-TZVPD RIJCOSX def2/J DEFGRID3
* xyz 0 1
C 1.091 0.221 0.273
C -0.465 -1.700 0.517
C 0.586 -2.735 0.815
C -1.786 -2.236 0.115
N -0.240 -0.427 0.322
O 2.061 -0.496 0.262
F -0.014 -3.916 1.200
F 1.280 -2.413 1.872
F 1.362 -2.984 -0.228
F -2.506 -2.760 1.195
F -2.542 -1.256 -0.452
F -1.651 -3.185 -0.823
Br 0.315 0.560 -2.189
H 1.012 1.252 0.409
H -1.194 0.019 -0.125
*
```

[4]
This record from the Open Molecules 2025 dataset describes the molecule C4H2BrNOS. The level of theory is ωB97M-V/def2-TZVPD.

The energy above the lowest of the compared OMol25 structures with the same formula, charge and spin comes out at 57.58 kJ/mol. For the HOMO energy, the calculation gives -9.820 eV. As for the SMILES: O=C(Br)c1nccs1. Its max |F| is 6.1 eV Å⁻¹. For the electronic energy, the calculation gives -3255.79079 Eh. The gap between HOMO and LUMO is 8.51 eV. Its LUMO energy is -1.309 eV.

Structure (ORCA input):
```
! wB97M-V def2-TZVPD RIJCOSX def2/J DEFGRID3
* xyz 0 1
C -0.630 0.118 0.348
C 0.723 -0.174 0.270
C -0.108 -0.131 2.563
C -0.381 -0.206 3.955
N -1.188 0.162 1.527
O 0.378 -0.343 4.861
S 1.403 -0.381 1.811
Br -2.313 -0.070 4.296
H -1.243 0.324 -0.511
H 1.323 -0.268 -0.615
*
```

[5]
This record from the Open Molecules 2025 dataset describes the molecule C4H2BrNS. The level of theory is ωB97M-V/def2-TZVPD.

The energy above the lowest of the compared OMol25 structures with the same formula, charge and spin comes out at 499.00 kJ/mol. For the HOMO energy, the calculation gives -8.533 eV. Its max |F| is 1.4 eV Å⁻¹. For the electronic energy, the calculation gives -3180.29525 Eh. The gap between HOMO and LUMO is 7.90 eV. Its LUMO energy is -0.630 eV.

Structure (ORCA input):
```
! wB97M-V def2-TZVPD RIJCOSX def2/J DEFGRID3
* xyz 0 1
C -1.259 -0.031 0.944
C 0.560 1.049 -0.155
C 0.546 0.393 -1.378
C 0.746 -0.621 -0.386
N 1.460 0.193 0.510
S -0.774 -1.455 0.379
Br -0.445 0.429 -2.937
H -2.183 -0.027 1.513
H 1.349 0.069 1.511
*
```

[6]
This record from the Open Molecules 2025 dataset describes the molecule C4H2Cl2N2O4S. The level of theory is ωB97M-V/def2-TZVPD.

The energy above the lowest of the compared OMol25 structures with the same formula, charge and spin comes out at 366.13 kJ/mol. For the HOMO energy (alpha / beta), the calculation gives -9.411 / -9.609 eV. Its max |F| is 3.4 eV Å⁻¹. For the electronic energy, the calculation gives -1882.31465 Eh. The gap between HOMO and LUMO (alpha / beta) is 7.54 / 7.26 eV. Its LUMO energy (alpha / beta) is -1.873 / -2.349 eV.

Structure (ORCA input):
```
! wB97M-V def2-TZVPD RIJCOSX def2/J DEFGRID3
* xyz 0 1
C 0.769 0.741 -0.244
C -0.512 1.035 -0.081
C 1.345 -0.662 -0.108
C -1.443 -1.251 -0.242
N 1.693 1.782 -0.749
N -1.806 -1.202 1.138
O 1.122 2.678 -1.363
O 2.868 1.735 -0.593
O -2.843 -0.688 1.516
O -1.013 -1.797 1.877
S 0.125 -1.839 -0.758
Cl -1.498 2.174 0.420
Cl -2.608 -0.990 -1.407
H 2.379 -0.789 -0.405
H 1.422 -0.925 0.999
*
```

[7]
This record from the Open Molecules 2025 dataset describes the molecule C4H2Cl2O. The level of theory is ωB97M-V/def2-TZVPD.

The energy above the lowest of the compared OMol25 structures with the same formula, charge and spin comes out at 0.00 kJ/mol. For the HOMO energy, the calculation gives -9.296 eV. As for the SMILES: Clc1cocc1Cl. Its max |F| is 3.1 eV Å⁻¹. For the electronic energy, the calculation gives -1149.19474 Eh. The gap between HOMO and LUMO is 10.07 eV. Its LUMO energy is 0.773 eV.

Structure (ORCA input):
```
! wB97M-V def2-TZVPD RIJCOSX def2/J DEFGRID3
* xyz 0 1
C 0.817 -0.555 -0.161
C 0.963 0.818 -0.142
C -1.262 0.512 0.188
C -0.645 -0.717 0.025
H 1.920 1.401 -0.084
H -2.260 0.944 0.188
O -0.266 1.512 -0.024
Cl 2.161 -1.643 0.063
Cl -1.428 -2.271 -0.053
*
```

[8]
This record from the Open Molecules 2025 dataset describes the molecule C4H2Cl3F. The level of theory is ωB97M-V/def2-TZVPD.

The energy above the lowest of the compared OMol25 structures with the same formula, charge and spin comes out at 82.18 kJ/mol. For the HOMO energy, the calculation gives -9.506 eV. As for the SMILES: C=C(Cl)/C(Cl)=C(\F)Cl. Its max |F| is 5.2 eV Å⁻¹. For the electronic energy, the calculation gives -1633.98181 Eh. The gap between HOMO and LUMO is 9.69 eV. Its LUMO energy is 0.182 eV.

Structure (ORCA input):
```
! wB97M-V def2-TZVPD RIJCOSX def2/J DEFGRID3
* xyz 0 1
C -0.026 -1.151 -0.094
C 0.248 0.094 0.072
C -0.804 0.910 0.606
C -1.718 0.450 1.533
H -1.629 -0.683 1.742
H -2.528 1.051 1.896
F -1.206 -1.741 0.278
Cl 0.899 -2.536 -0.599
Cl 1.727 0.895 -0.203
Cl -0.931 2.435 -0.307
*
```